139
Properties=species:S:1:pos:R:3:lowdin_charge:R:1 method="wB97M-V/def2-TZVPD" gap_ha=0.1521 total_charge=-2
Ca 0.158 -0.333 0.489 1.29
I -3.115 -7.251 -1.308 0.73
C -1.904 -5.661 -0.664 -0.76
C -1.414 -5.653 0.635 -0.26
C -0.616 -4.593 1.036 -0.63
I 0.084 -4.508 3.007 0.85
C -0.258 -3.494 0.189 -0.48
O 0.490 -2.536 0.572 -0.30
C -0.825 -3.552 -1.134 -0.15
C -0.620 -2.344 -2.014 -0.16
N -1.232 -1.157 -1.379 -0.16
C -2.680 -1.200 -1.290 -0.16
C -3.186 -1.061 0.139 -0.26
C -4.536 -1.227 0.430 -0.04
C -4.957 -1.113 1.744 -0.09
C -4.024 -0.826 2.733 -0.07
C -2.703 -0.662 2.360 -0.10
N -2.290 -0.779 1.087 0.08
C -1.622 -4.611 -1.535 -0.15
H -1.650 -6.452 1.325 0.07
H -1.018 -2.537 -3.015 0.12
H 0.438 -2.133 -2.112 0.07
H -0.915 -0.296 -1.844 -0.07
H -3.056 -2.149 -1.672 0.12
H -3.134 -0.417 -1.906 0.11
H -5.237 -1.462 -0.365 0.11
H -6.003 -1.249 1.997 0.10
H -4.313 -0.729 3.773 0.11
H -1.926 -0.433 3.086 0.10
H -2.034 -4.612 -2.540 0.09
N -0.103 4.243 -1.842 0.00
C 0.282 2.984 -1.309 -0.92
S -0.021 1.621 -2.357 0.52
N 0.792 3.097 -0.135 0.00
N 1.130 1.936 0.667 -0.13
C 1.490 2.525 2.021 -0.18
C 0.913 1.958 3.300 -0.12
C 0.946 2.796 4.410 -0.08
C 0.598 2.376 5.694 -0.15
C 0.208 1.048 5.864 -0.14
C 0.147 0.190 4.773 -0.04
C 0.474 0.612 3.458 -0.37
O 0.353 -0.205 2.454 -0.32
H -0.011 4.267 -2.841 0.03
H 0.366 5.003 -1.367 0.06
H 1.251 3.579 1.986 0.11
H 1.283 3.821 4.264 0.10
H 0.650 3.060 6.536 0.07
H -0.050 0.679 6.853 0.08
H -0.145 -0.850 4.892 0.10
Cl -10.712 5.063 -3.318 0.65
C -9.262 4.536 -2.506 -0.67
C -8.899 5.120 -1.317 -0.10
C -7.743 4.685 -0.681 0.00
C -6.949 3.679 -1.215 -0.18
C -5.693 3.250 -0.492 -0.33
C -4.469 4.000 -1.000 -0.06
N -3.322 3.619 -0.219 -0.06
C -2.670 4.389 0.726 -0.06
C -1.815 3.542 1.361 -0.14
N -1.954 2.260 0.860 0.09
C -2.849 2.349 -0.089 -0.17
O -5.785 3.499 0.884 -0.09
C -5.977 2.318 1.668 -0.14
C -5.458 2.564 3.045 -0.30
C -6.187 3.045 4.080 -0.98
Cl -7.864 3.459 4.060 0.62
S -5.261 3.232 5.507 0.97
C -3.847 2.658 4.720 -0.38
C -4.092 2.346 3.427 -0.13
C -7.347 3.120 -2.414 -0.58
Cl -6.397 1.865 -3.158 0.73
C -8.500 3.536 -3.071 -0.13
H -9.515 5.900 -0.888 0.11
H -7.444 5.115 0.270 0.13
H -5.522 2.189 -0.667 0.11
H -4.632 5.069 -0.881 0.14
H -4.308 3.783 -2.057 0.13
H -2.864 5.447 0.833 0.11
H -1.111 3.759 2.156 0.10
H -3.185 1.534 -0.725 0.12
H -5.413 1.495 1.227 0.11
H -7.034 2.043 1.691 0.12
H -2.908 2.585 5.260 0.07
H -3.331 1.970 2.745 0.09
H -8.793 3.081 -4.008 0.10
C 5.303 -2.113 -7.156 -0.07
C 4.791 -2.093 -5.734 -0.29
C 4.731 -3.247 -4.968 -0.05
C 4.244 -3.240 -3.661 -0.28
C 4.198 -4.581 -2.955 -0.09
C 3.807 -2.032 -3.055 -0.25
As 3.012 -2.290 -1.203 1.33
N 2.486 -0.621 -0.703 -0.29
C 2.804 -0.021 0.479 -0.45
C 2.585 1.505 0.462 -0.15
C 3.038 2.278 1.747 -0.16
C 3.815 1.529 2.778 -0.11
C 3.850 0.194 2.721 -0.10
C 3.320 -0.586 1.612 -0.07
C 4.786 -2.593 -0.322 -0.28
C 5.885 -1.742 -0.470 -0.25
C 5.832 -0.449 -1.257 -0.05
C 7.092 -2.061 0.165 -0.03
C 7.228 -3.183 0.964 -0.28
C 8.534 -3.507 1.651 -0.07
C 6.110 -3.995 1.145 -0.03
C 4.896 -3.715 0.529 -0.30
C 3.705 -4.603 0.846 -0.08
C 3.847 -0.861 -3.841 -0.26
C 3.410 0.515 -3.371 -0.10
C 4.340 -0.922 -5.151 -0.04
H 5.688 -3.101 -7.422 0.06
H 6.108 -1.386 -7.299 0.07
H 4.509 -1.861 -7.866 0.07
H 5.064 -4.192 -5.397 0.10
H 4.481 -5.381 -3.643 0.07
H 3.197 -4.793 -2.576 0.06
H 4.879 -4.608 -2.104 0.06
H 2.957 1.890 -0.483 0.13
H 3.521 3.220 1.499 0.12
H 4.231 2.075 3.621 0.09
H 4.328 -0.353 3.533 0.09
H 3.364 -1.662 1.674 0.08
H 4.815 -0.182 -1.536 0.02
H 6.434 -0.520 -2.169 0.09
H 6.232 0.364 -0.645 0.08
H 7.938 -1.385 0.045 0.11
H 9.286 -2.742 1.444 0.06
H 8.930 -4.471 1.315 0.07
H 8.404 -3.568 2.736 0.07
H 6.181 -4.861 1.803 0.11
H 3.957 -5.310 1.640 0.07
H 3.378 -5.171 -0.026 0.06
H 2.844 -4.017 1.177 0.03
H 2.867 0.488 -2.432 0.00
H 2.766 0.983 -4.121 0.06
H 4.287 1.162 -3.244 0.08
H 4.363 0.004 -5.728 0.11